# 1
# C40H40BF6O3

A 7-piece molecular cluster, C40H40BF6O3 overall (the ωB97M-V functional and the def2-TZVPD basis, OMol25).

The calculation puts the gap between HOMO and LUMO at 7.020 eV. Its HOMO energy is -4.58 eV.

Structure (ORCA input):
```
! wB97M-V def2-TZVPD RIJCOSX def2/J DEFGRID3
* xyz -1 1
C 2.6772 1.0400 0.3515
C 2.2232 2.4899 0.2115
O 1.2407 2.6785 -0.7751
C -0.1065 2.4096 -0.3807
C -0.7739 1.4593 -1.4043
O -1.5706 0.5793 -0.6514
B -1.6111 1.2263 0.7063
O -0.2077 1.7473 0.8297
H 3.2655 0.9209 1.2623
H 1.8125 0.3825 0.3904
H 3.2879 0.7592 -0.5085
H 1.9150 2.8915 1.1781
H 3.0819 3.0850 -0.1108
H -0.6201 3.3762 -0.3000
H 0.0692 0.8825 -1.8060
H -1.3195 1.9846 -2.1935
H -2.3829 2.2202 0.6280
H -1.9776 0.5072 1.6200
F -4.3541 -0.9687 1.6029
C -4.0995 -2.1386 0.9930
C -3.1942 -2.1838 -0.0503
C -2.9633 -3.4086 -0.6584
C -3.6214 -4.5563 -0.2338
C -4.5199 -4.4813 0.8199
C -4.7629 -3.2646 1.4434
H -2.6752 -1.2872 -0.3810
H -2.2554 -3.4644 -1.4753
H -3.4321 -5.5037 -0.7222
H -5.0370 -5.3695 1.1597
H -5.4552 -3.1831 2.2713
F -3.1036 -6.3991 -3.2520
C -3.9375 -5.5787 -3.9275
C -3.4782 -4.3386 -4.3194
C -4.3405 -3.5004 -5.0090
C -5.6365 -3.9075 -5.2929
C -6.0718 -5.1605 -4.8862
C -5.2193 -6.0108 -4.1972
H -2.4675 -4.0375 -4.0798
H -3.9976 -2.5223 -5.3177
H -6.3071 -3.2464 -5.8247
H -7.0832 -5.4793 -5.1003
H -5.5364 -6.9911 -3.8686
F 4.8464 3.4588 1.7189
C 6.1385 3.4048 1.3547
C 6.6569 4.4322 0.5924
C 7.9906 4.3685 0.2175
C 8.7783 3.2922 0.6013
C 8.2285 2.2720 1.3650
C 6.8970 2.3214 1.7497
H 6.0203 5.2561 0.3000
H 8.4141 5.1645 -0.3804
H 9.8169 3.2468 0.3022
H 8.8369 1.4276 1.6605
H 6.4438 1.5372 2.3404
F -1.9877 -1.4806 7.8969
C -2.0026 -2.1534 6.7212
C -1.3988 -3.3924 6.6633
C -1.4175 -4.0790 5.4571
C -2.0307 -3.5244 4.3429
C -2.6292 -2.2754 4.4322
C -2.6192 -1.5769 5.6305
H -0.9235 -3.8011 7.5448
H -0.9475 -5.0515 5.3900
H -2.0420 -4.0587 3.4021
H -3.1000 -1.8364 3.5637
H -3.0766 -0.6012 5.7196
F 4.1083 -0.3622 -4.7526
C 3.0220 -1.0318 -4.3031
C 3.1756 -2.3416 -3.8979
C 2.0602 -3.0232 -3.4330
C 0.8242 -2.3951 -3.3862
C 0.6992 -1.0780 -3.8052
C 1.8069 -0.3809 -4.2639
H 4.1507 -2.8074 -3.9415
H 2.1615 -4.0470 -3.0979
H -0.0395 -2.9260 -3.0090
H -0.2593 -0.5803 -3.7513
H 1.7373 0.6532 -4.5720
F 2.7130 8.1312 1.0176
C 1.6033 7.4046 1.3035
C 1.7536 6.1150 1.7674
C 0.6137 5.3806 2.0589
C -0.6453 5.9332 1.8727
C -0.7648 7.2327 1.4017
C 0.3666 7.9846 1.1142
H 2.7433 5.6942 1.8880
H 0.7078 4.3633 2.4144
H -1.5269 5.3434 2.0824
H -1.7449 7.6645 1.2471
H 0.2983 8.9988 0.7442
*
```



# 2
# C16H15ClSeTm

C16H15ClSeTm as an isolated structure (the ωB97M-V functional and the def2-TZVPD basis, OMol25).

The calculation puts the gap between HOMO and LUMO (spin up / spin down) at 6.150 / 6.157 eV. The energy relative to the best compared isomer or geometry (same formula, charge and spin) is 0.0000 eV. As for the expectation value of S²: 2.002. Its HOMO energy (spin up / spin down) is -3.49 / -3.49 eV.

Structure (ORCA input):
```
! wB97M-V def2-TZVPD RIJCOSX def2/J DEFGRID3
* xyz -1 3
C 1.8089 -0.5753 2.0908
C 1.8285 -1.4607 0.9636
C 0.5826 -2.1048 0.8947
H 2.6616 -1.6421 0.2840
C -0.2275 -1.6290 1.9284
C 0.5225 -0.6749 2.6914
H 0.1185 -0.0394 3.4733
H 2.5961 0.1462 2.3308
H 0.3188 -2.8948 0.1841
H -1.2576 -1.9500 2.1038
Tm 0.3213 0.6102 0.7136
Cl 2.0608 2.0114 -0.2463
C -1.1069 0.7893 -2.4247
C -2.0530 -0.1121 -1.8326
C -1.4495 -1.4202 -1.8026
H -3.0260 0.1618 -1.4039
C -0.1552 -1.3268 -2.3750
C 0.0652 0.0491 -2.7665
H 1.0014 0.4584 -3.1623
H -1.2285 1.8749 -2.5130
H -1.8879 -2.3052 -1.3269
H 0.5975 -2.1226 -2.4191
Se -2.2157 1.4987 1.6406
C -1.1278 3.0473 1.5128
C -0.3548 3.4136 2.6389
C 0.3400 4.6179 2.6593
C 0.3007 5.4756 1.5478
C -0.4643 5.1216 0.4222
C -1.1723 3.9225 0.4013
H -0.3473 2.7445 3.5059
H 0.9189 4.9025 3.5449
H 0.8302 6.4359 1.5761
H -0.4981 5.8026 -0.4357
H -1.7902 3.6515 -0.4610
*
```



# 3
# C6H40N2O13

A 14-piece molecular cluster, C6H40N2O13 overall (the ωB97M-V functional and the def2-TZVPD basis, OMol25).

The calculation puts the gap between HOMO and LUMO at 9.291 eV. The energy relative to the best compared isomer or geometry (same formula, charge and spin) is 4.0886 eV. Its HOMO energy is -9.05 eV.

Structure (ORCA input):
```
! wB97M-V def2-TZVPD RIJCOSX def2/J DEFGRID3
* xyz 0 1
C -0.3818 -0.3916 0.6887
N -1.2928 -1.1888 -0.2051
C -2.6906 -0.8149 -0.1926
N -2.9278 0.4755 -0.9551
C 0.9394 -1.2243 0.8570
C 2.1223 -0.3755 0.3085
C 2.3112 -0.4940 -1.1445
C 2.6846 0.4293 -2.0006
H -0.9340 -0.2189 1.6542
H -0.2289 0.6137 0.1323
H -0.8433 -1.5864 -1.0257
H -3.0517 -0.7331 0.8867
H -3.2712 -1.7277 -0.6348
H -2.2608 1.2084 -0.6363
H -3.7990 0.8087 -0.7607
H 1.2163 -1.5396 1.8402
H 0.7689 -2.2011 0.3532
H 2.1180 0.7074 0.7684
H 3.0342 -0.9271 0.7485
H 2.1032 -1.5643 -1.5545
H 3.1474 1.4448 -1.8391
H 2.7187 0.2909 -3.0622
H 0.6771 2.9242 -3.0538
H 1.7721 3.9208 -3.1328
O 1.3025 3.3791 -3.5694
H 0.6588 3.4820 0.0699
H -0.5193 2.7778 -0.6555
O -0.2762 3.1745 0.2078
H 0.6375 -4.0645 -0.9817
H -0.6109 -3.5132 -1.4051
O -0.2852 -4.1911 -0.7836
H -2.6001 3.2250 0.7126
H -2.7744 2.2926 1.8975
O -3.1948 2.4580 0.9467
H 2.7922 0.3688 2.9820
H 3.6086 1.6709 3.1490
O 3.3387 0.9872 2.5402
H 2.9310 2.5305 0.3364
H 3.0729 2.7538 -1.2312
O 2.4313 2.9186 -0.4137
H 0.9464 -1.0545 4.4265
H 0.4118 0.1610 3.6667
O 1.0076 -0.0970 4.3231
H -1.3881 -1.9229 -3.1534
H -1.3591 -3.3977 -3.5343
O -0.9668 -2.7254 -2.9114
H -1.5963 -2.8811 1.2274
H -0.5934 -3.8792 0.8534
O -0.9923 -3.5294 1.5884
H -0.0172 -2.8185 2.7518
H -0.5308 -2.9377 4.2282
O 0.1881 -2.6524 3.6907
H -2.9277 -0.1745 -3.9310
H -2.0948 -0.0406 -2.6282
O -2.0270 -0.2894 -3.5093
H 0.0939 0.9944 -1.4365
H -0.6542 1.2752 -2.8035
O -0.1694 1.7251 -2.0792
H -0.5577 2.3380 1.7226
H -0.5249 2.0984 3.2514
O -0.6920 1.7219 2.4150
*
```



# 4
# C26H23F2NO6

A 2-piece molecular cluster, C26H23F2NO6 overall (the ωB97M-V functional and the def2-TZVPD basis, OMol25).

The calculation puts the gap between HOMO and LUMO at 5.275 eV. Its HOMO energy is -7.55 eV.

Structure (ORCA input):
```
! wB97M-V def2-TZVPD RIJCOSX def2/J DEFGRID3
* xyz 0 1
F -5.3326 2.0423 -2.5976
C -4.0539 1.5709 -2.4633
C -3.8672 0.2129 -2.2095
C -2.5783 -0.2212 -1.9660
C -1.4506 0.6502 -2.0021
C -0.1774 0.1006 -1.6559
C 1.0973 0.6811 -1.9670
C 2.1608 -0.1824 -2.3466
C 3.4186 0.2954 -2.6660
C 3.6218 1.6748 -2.6174
F 4.8742 2.1587 -2.8952
C 2.6255 2.5762 -2.2620
C 1.3836 2.0695 -1.8953
C -1.7025 1.9879 -2.4254
C -2.9976 2.4696 -2.5730
H -4.7099 -0.4721 -2.1721
H -2.4101 -1.2708 -1.7372
H -0.1739 -0.9800 -1.4855
H 1.9632 -1.2553 -2.4022
H 4.2291 -0.3791 -2.9286
H 2.8244 3.6464 -2.2439
H 0.6285 2.7468 -1.5020
H -0.8743 2.6528 -2.6431
H -3.1880 3.5199 -2.7811
C 2.4803 -4.5367 0.9753
C 2.6412 -3.0830 0.6536
O 1.3282 -2.5012 0.8055
C 1.3750 -1.1586 0.7810
C 0.0774 -0.4806 0.9118
C -1.1387 -1.2961 1.1634
O -2.2622 -0.9927 0.7540
O -0.9672 -2.4183 1.8826
C -2.2070 -3.1245 2.1571
C -1.8197 -4.5088 2.5832
C 0.0364 0.8901 1.2933
C -1.2056 1.5765 1.5387
C -1.2353 2.9031 1.9327
C -0.0339 3.6263 2.0884
N -0.0520 4.9718 2.5544
O 1.0421 5.5735 2.6769
O -1.1500 5.5083 2.8277
C 1.1950 3.0062 1.7913
C 1.2253 1.6831 1.4136
O 2.4696 -0.6054 0.6380
H 3.4261 -5.0546 0.8018
H 2.2177 -4.6596 2.0325
H 1.7072 -5.0065 0.3580
H 3.3449 -2.6082 1.3490
H 2.9744 -2.9138 -0.3794
H -2.7498 -2.5860 2.9485
H -2.8219 -3.1548 1.2509
H -2.7002 -5.0685 2.9080
H -1.3823 -5.0517 1.7376
H -1.0974 -4.4894 3.4044
H -2.1418 1.0437 1.3875
H -2.1753 3.4095 2.1410
H 2.1091 3.5862 1.8828
H 2.1799 1.2255 1.1928
*
```



# 5
# HN2P

An isolated molecule of HN2P (the ωB97M-V functional and the def2-TZVPD basis, OMol25).

The calculation puts the gap between HOMO and LUMO (spin up / spin down) at 8.192 / 8.192 eV. The energy relative to the best compared isomer or geometry (same formula, charge and spin) is 1.7733 eV. Its HOMO energy (spin up / spin down) is -8.44 / -8.44 eV.

Structure (ORCA input):
```
! wB97M-V def2-TZVPD RIJCOSX def2/J DEFGRID3
* xyz 0 1
N -2.6387 -0.4529 -0.1562
N -1.6532 -0.0453 0.1407
P -0.5827 0.9649 0.0333
H -0.9334 2.1876 0.4189
*
```



# 6
# C11H17Cl3GeN4O4Ti

C11H17Cl3GeN4O4Ti as an isolated structure (the ωB97M-V functional and the def2-TZVPD basis, OMol25).

The calculation puts the gap between HOMO and LUMO at 7.422 eV. The energy relative to the best compared isomer or geometry (same formula, charge and spin) is 2.8984 eV. Its HOMO energy is -8.39 eV.

Structure (ORCA input):
```
! wB97M-V def2-TZVPD RIJCOSX def2/J DEFGRID3
* xyz 0 1
Ti 0.7892 -1.5291 0.4343
O -0.7391 -1.3882 1.5530
N -1.7665 -1.3442 0.8598
N -1.6565 -1.4100 -0.5080
O -0.3851 -1.5146 -1.1224
C -2.8258 -1.3679 -1.3460
C -4.1191 -1.2638 -0.7947
C -5.2639 -1.2219 -1.6010
C -5.1446 -1.2834 -2.9860
C -3.8827 -1.3866 -3.5623
C -2.7425 -1.4280 -2.7508
H -4.2434 -1.2140 0.2831
H -6.2422 -1.1414 -1.1381
H -6.0294 -1.2512 -3.6132
H -3.7706 -1.4357 -4.6407
H -1.7652 -1.5088 -3.2212
C 2.2824 1.6551 3.3555
N 2.3553 2.0870 1.9717
C 3.4514 2.9938 1.6609
C 1.8516 1.2143 1.0137
O 1.5684 0.0468 1.2858
N 1.6834 1.7294 -0.2667
C 1.4053 0.7778 -1.3265
C 1.1553 3.0697 -0.4800
H 2.3242 2.5301 4.0103
H 3.1234 0.9881 3.5690
H 1.3467 1.1189 3.5406
H 4.3839 2.5572 2.0334
H 3.2710 3.9483 2.1631
H 3.5737 3.1595 0.5887
H 1.9735 -0.1450 -1.1733
H 1.6914 1.2134 -2.2881
H 0.3365 0.5419 -1.3269
H 1.2314 3.7024 0.4063
H 0.0936 2.9917 -0.7371
H 1.6964 3.5318 -1.3103
O 2.1136 -1.6518 -0.5506
Cl 2.7243 -3.0586 3.4596
Ge 1.5588 -3.6518 1.7338
Cl 2.7700 -4.8925 0.4367
Cl -0.1781 -4.7688 2.3850
*
```



# 7
# C23H16Br2ClN2O5PbS

C23H16Br2ClN2O5PbS as an isolated structure (the ωB97M-V functional and the def2-TZVPD basis, OMol25).

The calculation puts the gap between HOMO and LUMO (spin up / spin down) at 6.326 / 4.361 eV. The energy relative to the best compared isomer or geometry (same formula, charge and spin) is 1.1417 eV. As for the expectation value of S²: 0.787. Its HOMO energy (spin up / spin down) is -7.51 / -7.51 eV.

Structure (ORCA input):
```
! wB97M-V def2-TZVPD RIJCOSX def2/J DEFGRID3
* xyz 0 2
Pb -0.7799 -0.8123 -0.7923
O -0.1650 -2.8185 -2.0697
N 1.1060 -3.1634 -2.2305
C 1.3579 -4.2162 -3.0467
C 2.6299 -4.6317 -3.3129
C 3.6932 -3.9433 -2.7250
C 3.4241 -2.8962 -1.8834
C 2.1066 -2.4910 -1.6039
S 1.8151 -1.1934 -0.5040
H 0.4707 -4.6631 -3.4666
H 2.7843 -5.4756 -3.9685
H 4.7166 -4.2239 -2.9351
H 4.2180 -2.3395 -1.4066
Br -1.7847 1.2899 4.1818
C -2.3162 -0.3922 3.6425
C -3.1784 -1.1425 4.4303
C -3.5705 -2.4040 4.0346
Br -4.7206 -3.3582 5.1585
C -3.1307 -2.9936 2.7927
C -3.4882 -4.2739 2.3424
C -3.0262 -4.7180 1.1285
C -2.2265 -3.8696 0.3566
N -1.8765 -2.6673 0.7744
C -2.2938 -2.2378 1.9684
C -1.8140 -0.8960 2.3760
O -1.0319 -0.2570 1.6764
H -3.5383 -0.7311 5.3620
H -4.1243 -4.8973 2.9556
H -3.2821 -5.7018 0.7605
H -1.8582 -4.1550 -0.6243
C 0.3688 5.6553 0.5161
C 1.1017 5.0006 -0.6300
C 1.3070 5.7480 -1.7917
C 2.0313 5.2525 -2.8548
Cl 2.2465 6.2326 -4.2877
C 2.5963 3.9915 -2.7916
C 2.3878 3.2323 -1.6569
C 1.6323 3.7086 -0.5892
O 1.5252 2.8285 0.4480
C 0.2943 2.6827 1.1579
C -0.8817 2.2453 0.2829
O -2.0093 2.5592 0.6836
O -0.5818 1.5979 -0.7845
H 0.3213 6.7312 0.3492
H 0.8814 5.4837 1.4624
H -0.6554 5.2870 0.6085
H 0.8961 6.7485 -1.8548
H 3.1790 3.6102 -3.6198
H 2.7845 2.2281 -1.5754
H -0.0244 3.5720 1.6895
H 0.4826 1.8776 1.8669
*
```



# 8
# C43H80N8O5S

C43H80N8O5S as an isolated structure (the ωB97M-V functional and the def2-TZVPD basis, OMol25).

The calculation puts the gap between HOMO and LUMO at 9.563 eV. Its HOMO energy is -9.17 eV.

Structure (ORCA input):
```
! wB97M-V def2-TZVPD RIJCOSX def2/J DEFGRID3
* xyz 0 1
C 2.0236 -2.9407 3.3496
N 1.9604 -1.5215 3.6884
C 3.2008 -0.7964 3.5440
C 3.2636 0.1136 2.2833
C 4.6805 0.7038 2.2863
C 5.3413 0.9781 0.9301
C 5.9270 -0.2200 0.1270
C 6.0870 -1.5296 0.8819
C 6.4699 -2.6327 -0.1262
C 5.3358 -3.0698 -1.0558
C 4.1231 -3.7038 -0.3725
C 2.8822 -3.4725 -1.2328
C 1.6914 -4.3684 -0.8392
C 0.3958 -3.5838 -0.8185
O 0.3019 -2.7277 -1.9375
C -0.8861 -1.9547 -1.9081
C 2.6808 -0.4174 0.9905
O 1.7416 0.5271 0.4371
S 1.0124 1.1495 1.7408
O 0.0228 0.2024 2.1175
O 0.4546 2.4109 1.4322
O 2.3264 1.2147 2.6272
H 1.4362 -3.1584 2.4622
H 3.0365 -3.2809 3.1459
H 1.5854 -3.5332 4.1449
H 1.5597 -1.3941 4.5999
H 4.0713 -1.4502 3.5856
H 3.2617 -0.1037 4.3760
H 5.3257 0.1419 2.9436
H 4.5871 1.6782 2.7601
H 6.1800 1.6334 1.1601
H 4.6880 1.5744 0.3012
H 6.8818 0.0919 -0.2798
H 5.2758 -0.3722 -0.7295
H 5.1946 -1.8287 1.4234
H 6.8881 -1.4119 1.6066
H 6.8768 -3.4773 0.4223
H 7.2783 -2.2331 -0.7340
H 5.0308 -2.2610 -1.7129
H 5.7587 -3.8347 -1.7020
H 4.3086 -4.7682 -0.2448
H 3.9199 -3.2851 0.6083
H 3.1305 -3.6730 -2.2690
H 2.5790 -2.4364 -1.1715
H 1.5925 -5.2133 -1.5151
H 1.9197 -4.7840 0.1382
H 0.3415 -2.9726 0.0862
H -0.4371 -4.2844 -0.8704
H -0.7010 -0.9192 -1.6296
H -1.3249 -1.9703 -2.9061
H -1.5642 -2.4237 -1.1969
H 3.3480 -0.7215 0.1977
H 2.1019 -1.3176 1.1965
C -1.7381 2.9478 3.8074
C -1.1977 3.3892 5.1623
C -1.9439 2.7519 6.3396
C -3.3643 3.1203 6.3141
N -4.4659 3.4137 6.2927
H -2.7781 3.2530 3.6759
H -1.1628 3.3988 3.0035
H -1.6802 1.8636 3.6946
H -1.2595 4.4768 5.2369
H -0.1407 3.1235 5.2319
H -1.5175 3.0844 7.2863
H -1.8667 1.6647 6.2982
C -0.1759 1.6455 -6.2876
C -0.4323 1.2225 -4.8459
C 0.8348 1.2456 -3.9815
C 1.8519 0.3243 -4.5053
N 2.6418 -0.3910 -4.9120
H 0.5127 0.9629 -6.7880
H -1.1070 1.6427 -6.8543
H 0.2457 2.6525 -6.3339
H -0.8637 0.2203 -4.8395
H -1.1721 1.8913 -4.4025
H 0.5999 0.9516 -2.9581
H 1.2602 2.2499 -3.9541
C 8.2371 4.9441 -1.6176
C 7.9364 3.7046 -2.4530
C 7.4610 2.5177 -1.6091
C 8.4954 2.1302 -0.6342
N 9.3074 1.8472 0.1148
H 9.0487 4.7627 -0.9116
H 8.5419 5.7707 -2.2592
H 7.3572 5.2605 -1.0539
H 8.8310 3.4214 -3.0106
H 7.1644 3.9437 -3.1865
H 7.2426 1.6628 -2.2492
H 6.5486 2.7741 -1.0691
C -7.2605 5.1062 5.0169
C -8.4099 4.2747 5.5715
C -9.7707 4.6597 4.9797
C -10.0934 6.0611 5.2761
N -10.3417 7.1484 5.5129
H -7.3780 6.1638 5.2603
H -6.3158 4.7744 5.4444
H -7.1950 5.0098 3.9300
H -8.4394 4.3846 6.6570
H -8.2225 3.2200 5.3620
H -10.5577 4.0298 5.3947
H -9.7678 4.5258 3.8972
C -5.8663 0.0737 -2.6112
C -6.2590 -1.2959 -3.1577
C -5.0836 -2.2783 -3.1836
C -4.0060 -1.7733 -4.0412
N -3.1753 -1.3777 -4.7067
H -5.1167 0.5565 -3.2340
H -6.7333 0.7333 -2.5794
H -5.4665 -0.0090 -1.5983
H -6.6632 -1.1801 -4.1653
H -7.0553 -1.7178 -2.5408
H -5.4020 -3.2487 -3.5646
H -4.6881 -2.4248 -2.1773
C 2.0522 -9.3571 -0.2050
C 0.9260 -9.7262 -1.1642
C 0.3256 -8.5081 -1.8734
C -0.2439 -7.5699 -0.8994
N -0.6870 -6.8513 -0.1396
H 1.6955 -8.7134 0.6004
H 2.4701 -10.2529 0.2544
H 2.8581 -8.8376 -0.7273
H 0.1431 -10.2516 -0.6142
H 1.3071 -10.4178 -1.9176
H -0.4639 -8.8165 -2.5585
H 1.0897 -7.9877 -2.4529
C -7.6975 5.0863 -3.8669
C -7.9161 4.6378 -2.4262
C -6.6269 4.6415 -1.5981
C -5.6360 3.7247 -2.1751
N -4.8736 3.0059 -2.6245
H -7.0243 4.4115 -4.3975
H -8.6426 5.0974 -4.4098
H -7.2742 6.0917 -3.9049
H -8.3489 3.6352 -2.4241
H -8.6407 5.3002 -1.9494
H -6.8318 4.3286 -0.5743
H -6.1964 5.6428 -1.5640
*
```



| no. | electronic energy (hartree) |
| --- | --- |
| 1 | -2398.0550 |
| 2 | -4565.6331 |
| 3 | -1340.1165 |
| 4 | -1710.3446 |
| 5 | -451.3364 |
| 6 | -5256.3604 |
| 7 | -7571.0123 |
| 8 | -2898.7592 |